Entry 1:
Density functional theory data (the ωB97M-V functional and the def2-TZVPD basis) for C21H30N3O3OsPS2 as an isolated structure in a non-equilibrium geometry.

Geometry as ORCA input:
```
! wB97M-V def2-TZVPD RIJCOSX def2/J DEFGRID3
* xyz 2 5
H 2.91 -16.59 -5.96
H -1.71 -11.79 -5.83
H 0.95 -14.93 -4.55
H 3.47 -11.39 -9.79
H -6.16 -15.57 -6.77
C 3.52 -11.19 -7.70
C 0.49 -19.17 -8.12
C -4.04 -12.87 -6.65
S -2.39 -14.73 -8.88
H 4.27 -15.23 -8.30
H -0.55 -15.76 -3.81
N -0.66 -13.99 -10.77
Os -0.66 -13.63 -7.80
H -1.17 -17.70 -7.89
O 0.29 -16.53 -5.74
C 3.22 -15.73 -6.52
H -2.32 -15.29 -4.93
H 0.95 -17.82 -3.48
N 1.18 -12.50 -7.56
C -0.22 -17.88 -8.39
H -4.76 -16.24 -11.86
H 1.60 -12.71 -10.93
H 2.36 -16.82 -3.86
H -4.33 -16.51 -5.31
C -1.70 -12.87 -5.95
H -4.77 -14.88 -10.74
H -0.47 -17.86 -9.46
C 4.17 -16.07 -7.64
H 4.54 -10.77 -7.78
C 2.90 -11.60 -8.89
C 1.31 -16.80 -3.52
H 3.62 -14.94 -5.84
H -1.16 -13.32 -5.14
C 2.95 -11.42 -6.44
H -3.92 -11.79 -6.94
H 5.10 -16.42 -7.30
C 1.70 -12.22 -8.80
H 1.25 -16.41 -2.53
C -4.17 -15.69 -11.13
H -3.99 -16.42 -10.33
O 2.00 -15.06 -7.03
H 3.70 -16.82 -8.29
N -0.01 -13.45 -9.70
H -0.21 -20.02 -8.28
C -4.28 -15.52 -5.73
C 1.09 -12.80 -9.95
H 1.41 -19.31 -8.70
C -5.29 -14.98 -6.49
C -3.10 -14.85 -5.51
C -5.20 -13.57 -6.80
S -2.64 -15.10 -11.91
P 0.56 -15.69 -7.07
H 3.42 -11.14 -5.54
H 0.75 -19.21 -7.07
H -6.08 -13.14 -7.34
C 0.41 -15.91 -4.36
C -1.78 -14.56 -10.50
O 0.70 -16.71 -8.23
C -2.93 -13.56 -6.03
C 1.73 -12.14 -6.41
H 1.25 -12.42 -5.47
*
```

Calculated values
HOMO-LUMO gap (spin up / spin down) ... 0.2341 / 0.2066 Ha
Electronic energy ... -66286.856 eV
HOMO energy (spin up / spin down) ... -13.25 / -14.07 eV
Energy above the lowest of the compared OMol25 structures with the same formula, charge and spin ... 0.477 eV
F_max ... 0.044 Eh/bohr

Löwdin population analysis, charges in e, atoms 1 to 8: atom 1 (H): 0.09, atom 2 (H): 0.09, atom 3 (H): 0.11, atom 4 (H): 0.14, atom 5 (H): 0.13, atom 6 (C): 0.01, atom 7 (C): -0.06, atom 8 (C): -0.04

***

Entry 2:
Density functional theory data (the ωB97M-V functional and the def2-TZVPD basis) for one molecule with the formula C21H30N4O4S.

Geometry as ORCA input:
```
! wB97M-V def2-TZVPD RIJCOSX def2/J DEFGRID3
* xyz 0 1
H -2.55 2.08 -1.51
C 0.38 -1.20 -0.56
H -3.42 0.60 -1.07
O -1.20 2.65 0.72
N 1.86 -3.51 1.90
C -3.09 1.22 -1.91
N 0.90 3.77 -0.77
H 3.69 -1.60 1.37
C -0.53 3.80 1.18
H 1.72 3.99 -3.49
C 2.75 -1.49 0.84
C 1.97 3.30 -1.46
H 3.23 -2.58 3.17
C 0.91 3.91 0.67
C -0.88 -1.01 -1.28
C 2.96 -3.58 2.83
C 0.55 -2.28 0.30
C 1.00 -5.60 2.79
H 0.15 -5.08 3.27
H 3.85 -4.06 2.37
S 0.05 2.35 -3.25
H 1.71 -3.85 4.57
H 1.55 3.13 1.09
H -4.75 3.37 -1.39
H -1.11 4.64 0.80
H 3.36 -4.54 4.74
C -0.86 1.47 1.40
H 3.37 0.32 -0.12
C 0.16 0.95 -2.19
C -4.31 1.71 -2.70
O 3.07 3.18 -0.98
H -2.62 -0.56 -3.04
H -4.84 0.85 -3.11
O 2.07 -5.68 3.69
C -2.16 0.40 -2.80
H 1.33 4.88 0.95
H -0.01 3.74 -1.21
H -3.98 2.33 -3.53
C 2.59 -0.41 0.01
C -5.26 2.51 -1.81
H 0.72 -6.62 2.55
H -5.62 1.89 -0.99
C 1.73 -2.45 1.01
H 2.22 -5.39 1.03
H 2.45 2.37 -3.33
N -0.91 0.11 -2.11
C 1.41 -0.25 -0.72
H -1.04 1.57 2.48
N 1.26 0.81 -1.56
H -6.11 2.86 -2.38
H -1.93 0.94 -3.72
H -0.28 -2.96 0.41
H -1.50 0.68 1.00
H 0.19 1.19 1.25
C 1.69 3.05 -2.94
O -1.85 -1.74 -1.19
H -0.53 3.84 2.28
H 0.56 -4.77 0.84
C 1.40 -4.83 1.53
C 2.52 -4.40 4.05
*
```

Calculated values
HOMO-LUMO gap ... 0.2973 Ha
Electronic energy ... -47250.499 eV
HOMO energy ... -7.53 eV
Energy above the lowest of the compared OMol25 structures with the same formula, charge and spin ... 2.167 eV
Structure (SMILES) ... CCCCn1c(SCC(=O)NCCOC)nc2ccc(N3CCOCC3)cc2c1=O
F_max ... 0.017 Eh/bohr

Löwdin population analysis, charges in e, atoms 1 to 8: atom 1 (H): 0.10, atom 2 (C): -0.08, atom 3 (H): 0.12, atom 4 (O): -0.20, atom 5 (N): -0.11, atom 6 (C): -0.19, atom 7 (N): 0.05, atom 8 (H): 0.10

***

> electronic energy of number 2 (C21H30N4O4S)?

-47250.499 eV

***

> Which of these has the lowest electronic energy?

C21H30N3O3OsPS2

***

Please write out number 1 again, unchanged.
Density functional theory data (the ωB97M-V functional and the def2-TZVPD basis) for C21H30N3O3OsPS2 as an isolated structure in a non-equilibrium geometry.

Geometry as ORCA input:
```
! wB97M-V def2-TZVPD RIJCOSX def2/J DEFGRID3
* xyz 2 5
H 2.91 -16.59 -5.96
H -1.71 -11.79 -5.83
H 0.95 -14.93 -4.55
H 3.47 -11.39 -9.79
H -6.16 -15.57 -6.77
C 3.52 -11.19 -7.70
C 0.49 -19.17 -8.12
C -4.04 -12.87 -6.65
S -2.39 -14.73 -8.88
H 4.27 -15.23 -8.30
H -0.55 -15.76 -3.81
N -0.66 -13.99 -10.77
Os -0.66 -13.63 -7.80
H -1.17 -17.70 -7.89
O 0.29 -16.53 -5.74
C 3.22 -15.73 -6.52
H -2.32 -15.29 -4.93
H 0.95 -17.82 -3.48
N 1.18 -12.50 -7.56
C -0.22 -17.88 -8.39
H -4.76 -16.24 -11.86
H 1.60 -12.71 -10.93
H 2.36 -16.82 -3.86
H -4.33 -16.51 -5.31
C -1.70 -12.87 -5.95
H -4.77 -14.88 -10.74
H -0.47 -17.86 -9.46
C 4.17 -16.07 -7.64
H 4.54 -10.77 -7.78
C 2.90 -11.60 -8.89
C 1.31 -16.80 -3.52
H 3.62 -14.94 -5.84
H -1.16 -13.32 -5.14
C 2.95 -11.42 -6.44
H -3.92 -11.79 -6.94
H 5.10 -16.42 -7.30
C 1.70 -12.22 -8.80
H 1.25 -16.41 -2.53
C -4.17 -15.69 -11.13
H -3.99 -16.42 -10.33
O 2.00 -15.06 -7.03
H 3.70 -16.82 -8.29
N -0.01 -13.45 -9.70
H -0.21 -20.02 -8.28
C -4.28 -15.52 -5.73
C 1.09 -12.80 -9.95
H 1.41 -19.31 -8.70
C -5.29 -14.98 -6.49
C -3.10 -14.85 -5.51
C -5.20 -13.57 -6.80
S -2.64 -15.10 -11.91
P 0.56 -15.69 -7.07
H 3.42 -11.14 -5.54
H 0.75 -19.21 -7.07
H -6.08 -13.14 -7.34
C 0.41 -15.91 -4.36
C -1.78 -14.56 -10.50
O 0.70 -16.71 -8.23
C -2.93 -13.56 -6.03
C 1.73 -12.14 -6.41
H 1.25 -12.42 -5.47
*
```

Calculated values
HOMO-LUMO gap (spin up / spin down) ... 0.2341 / 0.2066 Ha
Electronic energy ... -66286.856 eV
HOMO energy (spin up / spin down) ... -13.25 / -14.07 eV
Energy above the lowest of the compared OMol25 structures with the same formula, charge and spin ... 0.477 eV
F_max ... 0.044 Eh/bohr

Löwdin population analysis, charges in e, atoms 1 to 8: atom 1 (H): 0.09, atom 2 (H): 0.09, atom 3 (H): 0.11, atom 4 (H): 0.14, atom 5 (H): 0.13, atom 6 (C): 0.01, atom 7 (C): -0.06, atom 8 (C): -0.04